A molecular structure, C8H26F4N4O12PbS4 in a non-equilibrium geometry. Source: the OMol25 dataset; level of theory: the ωB97M-V functional and the def2-TZVPD basis.

Calculated values
Total energy = -98704.3332 eV
Frontier orbital gap = 0.3682 Ha
HOMO energy = -0.383 Ha

Element x y z (Å)
Pb (-10.1115, 14.4497, 1.7062)
N (-11.6427, 15.4062, -0.0059)
S (-12.7171, 14.7820, -0.9613)
O (-12.9467, 15.3243, -2.2689)
O (-13.7919, 14.1855, -0.1911)
F (-11.8383, 13.5063, -1.3913)
S (-12.5430, 16.7521, 0.4425)
O (-13.4506, 16.6141, 1.5308)
O (-12.8925, 17.6168, -0.6446)
F (-11.2850, 17.5112, 1.1061)
N (-8.3701, 14.3553, 3.5335)
S (-6.9602, 15.1677, 3.9165)
O (-5.7729, 14.4063, 3.8348)
O (-7.1336, 16.0998, 4.9939)
F (-6.9550, 16.1284, 2.6442)
S (-8.3364, 13.3462, 4.7236)
O (-8.6658, 13.8155, 6.0418)
O (-7.4604, 12.2001, 4.6475)
F (-9.7546, 12.6410, 4.3031)
O (-10.6074, 16.2127, 3.5886)
H (-9.9210, 15.8252, 4.1570)
H (-11.1415, 16.7499, 4.1890)
O (-8.6882, 16.2050, 0.4312)
H (-7.8206, 16.3307, 0.0250)
H (-9.2539, 16.8836, 0.0313)
C (-8.7496, 10.6547, 1.7319)
C (-8.5641, 11.3921, 0.4386)
C (-8.4369, 10.4190, -0.7586)
O (-8.2015, 11.2590, -1.8911)
C (-8.3469, 10.5906, -3.1148)
N (-9.6794, 12.3373, 0.1829)
H (-9.8087, 10.4798, 1.9436)
H (-8.4379, 11.2217, 2.6117)
H (-8.1972, 9.7161, 1.7565)
H (-7.6424, 11.9761, 0.4871)
H (-9.3298, 9.8277, -0.9811)
H (-7.5513, 9.7925, -0.6220)
H (-7.6450, 10.9351, -3.8791)
H (-9.3269, 10.7023, -3.5937)
H (-8.1251, 9.5257, -2.9809)
H (-9.5311, 12.6351, -0.7884)
H (-10.4749, 11.7103, 0.0282)
C (-13.5277, 13.9832, 3.9044)
C (-12.7457, 12.7646, 3.4308)
C (-13.6587, 11.5323, 3.5310)
O (-13.1136, 10.3879, 2.9161)
C (-12.0957, 9.7623, 3.6727)
N (-12.2478, 13.0389, 2.0583)
H (-13.8585, 13.8606, 4.9392)
H (-14.4835, 14.0623, 3.3760)
H (-12.9329, 14.8882, 3.8129)
H (-12.0024, 12.6019, 4.2159)
H (-14.5607, 11.7933, 2.9648)
H (-13.9729, 11.3384, 4.5596)
H (-12.0948, 8.7299, 3.3167)
H (-12.3280, 9.7278, 4.7413)
H (-11.0699, 10.1254, 3.5761)
H (-13.1507, 13.1842, 1.5889)
H (-12.0741, 12.0986, 1.6774)